Formula: C44H39ClF3N3O5OsTe
Source: the OMol25 dataset
Level of theory: the ωB97M-V functional and the def2-TZVPD basis

Last column: Mulliken charge in e.
CARTESIAN COORDINATES (ANGSTROEM)
Os (2.942, 0.367, 0.705)  3.120
O (3.513, -6.682, 0.591)  -0.722
C (2.490, -6.045, 0.296)  0.273
O (1.381, -6.403, -0.139)  -0.708
C (2.593, -4.525, 0.539)  0.426
C (1.481, -3.794, 0.943)  -0.932
C (1.567, -2.427, 1.098)  0.608
N (2.700, -1.759, 0.865)  -0.046
C (3.792, -2.460, 0.520)  0.784
C (3.782, -3.826, 0.353)  -0.945
C (5.019, -1.621, 0.380)  -0.021
O (6.090, -2.030, 0.017)  -0.693
O (4.802, -0.362, 0.755)  -0.890
H (0.539, -4.302, 1.093)  0.549
H (0.707, -1.836, 1.371)  -0.085
H (4.694, -4.342, 0.088)  0.599
C (-8.122, -2.487, -0.796)  -1.550
C (-6.683, -2.109, -0.572)  0.751
C (-6.326, -1.162, 0.378)  -1.008
C (-5.000, -0.808, 0.601)  0.867
C (-4.702, 0.232, 1.645)  -1.115
C (-3.989, -1.413, -0.162)  -0.089
Te (-1.932, -0.971, 0.200)  0.655
N (1.235, -0.051, -0.257)  -0.673
C (1.814, -0.196, -1.409)  0.463
O (3.076, 0.131, -1.470)  -0.789
C (1.137, -0.718, -2.622)  -0.436
C (1.239, -0.013, -3.817)  -0.327
C (0.621, -0.494, -4.961)  -0.731
C (-0.071, -1.699, -4.920)  -0.600
C (-0.144, -2.420, -3.737)  -0.470
C (0.450, -1.925, -2.584)  0.027
C (-2.053, 1.115, -0.175)  0.565
C (-1.903, 2.055, 0.848)  0.679
C (-1.707, 1.710, 2.302)  -2.243
C (-1.916, 3.414, 0.523)  -0.723
C (-2.076, 3.857, -0.776)  0.826
C (-2.072, 5.324, -1.109)  -1.757
C (-2.221, 2.904, -1.779)  -0.934
C (-2.202, 1.544, -1.509)  1.011
C (-2.326, 0.582, -2.659)  -1.450
C (-4.330, -2.372, -1.128)  1.080
C (-3.324, -3.098, -1.986)  -1.445
C (-5.672, -2.700, -1.312)  -0.934
H (-8.779, -1.966, -0.099)  0.340
H (-8.271, -3.560, -0.664)  0.348
H (-8.439, -2.236, -1.810)  0.324
H (-7.100, -0.687, 0.971)  0.266
H (-5.596, 0.460, 2.227)  0.367
H (-4.349, 1.156, 1.183)  0.141
H (-3.918, -0.106, 2.323)  0.244
H (1.799, 0.913, -3.835)  0.468
H (0.686, 0.063, -5.887)  0.403
H (-0.541, -2.084, -5.817)  0.391
H (-0.654, -3.374, -3.708)  0.528
H (0.404, -2.488, -1.660)  0.440
H (-1.497, 0.654, 2.452)  0.113
H (-2.606, 1.953, 2.875)  0.497
H (-0.880, 2.288, 2.717)  0.574
H (-1.776, 4.137, 1.320)  0.301
H (-1.915, 5.929, -0.217)  0.381
H (-3.019, 5.624, -1.562)  0.359
H (-1.279, 5.558, -1.821)  0.365
H (-2.330, 3.230, -2.809)  0.362
H (-2.347, 1.123, -3.605)  0.413
H (-3.240, -0.011, -2.583)  0.215
H (-1.486, -0.116, -2.681)  0.157
H (-2.359, -2.599, -2.005)  -0.354
H (-3.690, -3.179, -3.011)  0.438
H (-3.163, -4.113, -1.614)  0.448
H (-5.925, -3.443, -2.061)  0.421
F (1.952, 2.956, -0.408)  -0.438
C (1.606, 2.114, 0.625)  0.102
F (1.624, 2.916, 1.759)  -0.327
H (0.569, 1.842, 0.469)  0.290
F (2.454, 0.525, 6.899)  -0.373
C (2.564, 0.491, 5.547)  0.224
C (3.776, 0.794, 4.966)  -0.920
C (3.873, 0.768, 3.580)  -0.027
C (2.786, 0.441, 2.765)  -0.246
C (1.593, 0.111, 3.411)  0.317
C (1.463, 0.145, 4.793)  -0.930
H (4.627, 1.035, 5.591)  0.453
H (4.842, 0.972, 3.136)  0.502
H (0.718, -0.149, 2.825)  -0.022
H (0.528, -0.097, 5.282)  0.510
Cl (5.370, 5.321, 2.444)  -0.240
C (5.272, 4.072, 1.250)  -0.537
C (6.104, 4.080, 0.147)  -0.016
C (5.978, 3.045, -0.762)  -1.096
C (5.044, 2.053, -0.541)  -0.105
N (4.240, 2.066, 0.532)  0.101
C (4.352, 3.057, 1.420)  -0.016
H (6.828, 4.872, 0.012)  0.451
H (6.603, 2.995, -1.642)  0.421
H (4.907, 1.235, -1.230)  0.489
H (3.703, 3.028, 2.278)  0.514

Atoms 1-6, force components in eV/Å:
Os -0.3 0.3 0.2
O 0.0 0.0 -0.1
C -0.1 0.0 0.2
O 0.0 0.0 0.0
C 0.0 0.1 0.0
C 0.0 0.0 0.0

## Properties
**Energy**: -91406.654 eV
**Charge**: -1
**Energy relative to the best compared isomer or geometry (same formula, charge and spin)**: 171.3 kJ/mol
**Strongest force on any atom**: 0.472 eV Å⁻¹
**E_HOMO (spin up / spin down)**: -5.57 / -5.57 eV
**Frontier orbital gap (spin up / spin down)**: 0.260 / 0.226 hartree
**Multiplicity**: 2